Entry 1:
Entry from OMol25: a molecular structure, C18H43AsF6NO10PS3 (ωB97M-V with the def2-TZVPD basis set).

```
83
Properties=species:S:1:pos:R:3:mulliken_charge:R:1
N -3.698 -1.407 -4.803 -0.209
H -4.229 -0.608 -4.490 0.361
H -4.252 -2.187 -4.478 0.455
H -2.895 -1.471 -4.193 0.264
H -3.444 -1.386 -5.780 0.309
As -2.348 -0.057 -1.338 2.055
F -1.870 -1.534 -2.243 -0.492
F -3.260 -1.099 -0.159 -0.531
F -2.967 1.289 -0.411 -0.455
F -1.702 1.047 -2.473 -0.440
F -3.867 -0.159 -2.370 -0.576
F -0.767 -0.092 -0.496 -0.487
C 0.922 3.793 -1.160 -0.719
C -0.538 3.986 -1.542 0.206
C -1.189 4.375 -0.229 -0.707
S 0.050 5.146 0.882 1.101
O -0.342 5.001 2.286 -0.644
O 0.503 6.438 0.342 -0.685
C 1.220 3.945 0.340 -0.465
H 1.587 4.606 -1.451 0.382
H 1.325 2.890 -1.620 0.274
H -0.975 3.103 -2.008 -0.211
H -0.442 4.624 -2.421 0.216
H -1.688 3.446 0.048 0.290
H -1.994 5.079 -0.438 0.396
H 0.926 3.061 0.906 0.014
H 2.253 4.192 0.588 0.582
C -3.317 -4.546 -0.587 -0.255
C -4.803 -5.017 -0.548 -0.604
C -5.443 -5.310 -1.877 -0.602
S -4.001 -5.224 -3.047 0.942
O -3.867 -3.887 -3.623 -0.635
O -3.929 -6.477 -3.844 -0.677
C -2.726 -5.352 -1.707 -0.729
H -2.885 -4.522 0.414 0.446
H -3.217 -3.461 -0.621 -0.131
H -5.483 -4.343 -0.026 0.360
H -4.672 -6.005 -0.108 0.284
H -6.229 -4.639 -2.223 0.390
H -5.882 -6.308 -1.885 0.316
H -1.769 -5.002 -2.091 0.405
H -2.421 -6.395 -1.627 0.353
C 1.402 -0.744 -3.308 -0.195
C 2.135 -1.779 -4.176 -0.729
C 1.392 -1.888 -5.532 -0.831
S 0.052 -0.646 -5.590 0.949
O -1.148 -1.345 -5.122 -0.522
O 0.086 0.006 -6.910 -0.724
C 0.979 0.342 -4.337 -0.662
H 2.141 -0.268 -2.664 0.398
H 0.673 -1.152 -2.609 0.082
H 2.067 -2.801 -3.802 0.318
H 3.201 -1.616 -4.335 0.292
H 0.847 -2.770 -5.867 0.488
H 1.955 -1.533 -6.396 0.353
H 0.258 1.139 -4.153 0.252
H 1.875 0.660 -4.869 0.405
C 1.036 1.520 7.916 -0.988
C 1.360 2.687 6.962 -0.240
O 2.788 2.527 6.489 -0.393
P 3.118 1.888 4.997 0.777
O 2.934 2.739 3.802 -0.538
O 4.665 1.301 5.317 -0.334
C 5.767 2.171 5.193 -0.395
C 6.426 1.661 3.878 -0.920
O 2.154 0.537 4.923 -0.158
C 2.224 -0.264 3.790 -0.250
C 0.883 0.013 3.021 -1.062
H -0.023 1.420 8.151 0.376
H 1.125 0.579 7.372 0.231
H 1.656 1.406 8.805 0.297
H 0.713 2.695 6.084 0.263
H 1.188 3.646 7.450 0.367
H 5.620 3.250 5.225 0.317
H 6.350 1.920 6.079 0.334
H 5.639 1.523 3.136 0.214
H 7.230 2.120 3.304 0.371
H 6.926 0.730 4.147 0.254
H 3.084 -0.109 3.139 0.222
H 2.191 -1.300 4.128 0.317
H 0.644 -0.417 2.048 0.420
H 0.074 -0.439 3.595 0.291
H 0.637 1.057 2.828 0.201
```

Results
charge = 0
highest occupied orbital energy = -9.9 eV
energy above the lowest of the compared OMol25 structures with the same formula, charge and spin = 0.0 kJ/mol
LUMO level = -0.1 eV

---

Entry 2:
Entry from OMol25: 2 unconnected molecules or ions with the total composition C18H43BF3NO5P2S (ωB97M-V with the def2-TZVPD basis set).

```
74
Properties=species:S:1:pos:R:3:mulliken_charge:R:1
C -0.552 5.291 0.219 -0.895
C -1.019 5.921 -1.097 -0.524
C -1.541 4.905 -2.110 -1.104
C -0.513 3.873 -2.632 0.359
C 0.928 4.346 -2.654 -0.401
C 1.927 3.355 -3.273 -1.286
C 1.847 1.914 -2.750 -0.306
C 2.943 1.571 -1.727 -1.222
C 2.591 1.979 -0.286 0.722
C 2.929 0.955 0.809 -1.332
C 2.410 -0.471 0.613 -1.693
P 0.737 -0.756 1.396 1.196
C -0.190 -0.112 -0.211 -0.897
N -0.898 1.147 0.168 -0.217
C 0.036 -2.464 1.230 -1.510
C 0.968 -3.435 0.466 0.013
O 1.923 -4.042 1.284 -0.552
C 0.080 -4.527 -0.182 0.610
F -0.850 -4.986 0.701 -0.256
F 0.811 -5.612 -0.569 -0.302
F -0.556 -4.025 -1.266 -0.249
B -0.234 0.544 2.482 1.167
O -1.423 0.084 2.973 -0.660
O 0.248 1.751 2.932 -0.815
P 1.863 -1.469 3.326 0.039
C 0.538 -1.825 4.592 -1.186
O 2.559 -0.052 3.930 -0.468
H 0.531 5.205 0.278 0.245
H -0.844 5.921 1.053 0.447
H -0.963 4.294 0.365 0.086
H -1.849 6.586 -0.863 0.434
H -0.254 6.544 -1.553 0.300
H -2.331 4.352 -1.599 0.348
H -2.023 5.406 -2.946 0.362
H -0.634 2.972 -2.035 -0.285
H -0.795 3.601 -3.649 0.442
H 1.293 4.644 -1.676 0.109
H 0.954 5.248 -3.270 0.471
H 2.923 3.744 -3.072 0.389
H 1.817 3.360 -4.356 0.382
H 0.864 1.678 -2.356 0.129
H 1.984 1.242 -3.599 0.445
H 3.247 0.531 -1.808 0.465
H 3.810 2.159 -2.023 0.613
H 1.551 2.297 -0.198 -0.747
H 3.179 2.865 -0.048 0.666
H 2.592 1.356 1.761 0.291
H 4.014 0.914 0.888 0.452
H 2.398 -0.801 -0.421 0.576
H 3.091 -1.136 1.142 0.868
H -0.916 -0.805 -0.634 0.705
H 0.493 0.127 -1.024 -0.028
H -0.561 1.915 -0.397 -0.498
H -1.877 1.071 -0.065 0.271
H -0.152 -2.916 2.202 0.729
H -0.913 -2.437 0.708 0.579
H 1.480 -2.939 -0.351 0.215
H 1.487 -4.439 2.038 0.408
H -1.878 0.794 3.435 0.291
H 0.586 2.278 2.212 0.232
H 0.833 -1.362 5.530 0.454
H -0.473 -1.534 4.313 0.311
H 0.538 -2.901 4.755 0.329
H 2.729 -0.182 4.861 0.296
C -3.408 -5.627 -1.236 -0.915
S -5.003 -6.436 -1.411 0.476
O -6.038 -5.379 -1.294 -0.617
C -4.944 -7.290 0.169 -0.914
H -3.247 -4.992 -2.104 0.361
H -3.407 -5.018 -0.332 0.273
H -2.623 -6.381 -1.186 0.359
H -4.834 -6.562 0.973 0.298
H -4.111 -7.993 0.171 0.342
H -5.880 -7.832 0.288 0.323
```

Results
charge = 0
highest occupied orbital energy = -6.5 eV
energy above the lowest of the compared OMol25 structures with the same formula, charge and spin = 0.0 kJ/mol
LUMO level = 0.5 eV

---

Entry 3:
Entry from OMol25: a molecular structure, C18H43Cl6MgO9P2 (ωB97M-V with the def2-TZVPD basis set).

```
79
Properties=species:S:1:pos:R:3:mulliken_charge:R:1
Mg 1.863 -0.548 -1.359 0.658
O 1.249 0.130 -2.978 -0.767
H 0.657 -0.317 -3.601 0.112
Cl -2.748 0.435 -2.372 -0.183
C -3.304 -0.923 -1.257 -0.492
C -2.337 -1.140 -0.203 0.562
Cl -2.865 -2.497 0.859 -0.242
H -3.331 -1.810 -1.916 0.430
H -4.263 -0.690 -0.803 0.373
H -2.280 -0.310 0.454 -0.251
H -1.257 -1.277 -0.514 -0.096
Cl 3.233 1.884 -5.851 -0.181
C 3.511 2.072 -4.121 -0.210
C 4.036 0.772 -3.608 -0.532
Cl 4.023 0.683 -1.740 -0.242
H 2.513 2.293 -3.683 0.127
H 4.256 2.870 -4.002 0.364
H 5.102 0.636 -3.853 0.469
H 3.371 -0.046 -3.861 0.271
Cl 1.279 0.694 1.051 -0.158
C 0.670 2.502 1.050 0.373
C 1.772 3.534 1.147 -0.448
Cl 2.832 3.388 2.596 -0.190
H -0.012 2.468 1.930 -0.535
H 0.195 2.535 0.111 0.147
H 1.302 4.512 1.371 0.327
H 2.418 3.689 0.231 0.343
C 2.093 -6.059 -1.604 -1.116
C 3.007 -4.879 -1.618 -0.110
O 3.106 -4.407 -0.184 -0.223
P 2.157 -3.364 0.404 -0.273
O 2.115 -2.164 -0.505 0.645
O 0.837 -4.115 0.524 -0.159
C 0.393 -4.717 1.808 -0.299
C 1.276 -5.875 2.252 -0.894
O 2.545 -2.984 1.888 -0.058
C 3.980 -2.991 2.453 -0.324
C 4.722 -1.890 1.720 -0.828
H 2.318 -6.732 -0.792 0.292
H 1.068 -5.805 -1.379 0.263
H 2.093 -6.680 -2.516 0.407
H 4.024 -5.055 -1.912 0.367
H 2.515 -4.126 -2.244 0.165
H 0.354 -3.873 2.524 0.315
H -0.633 -5.022 1.612 0.394
H 2.307 -5.575 2.436 0.192
H 0.793 -6.277 3.143 0.433
H 1.203 -6.570 1.384 0.227
H 3.939 -2.721 3.485 0.383
H 4.424 -3.943 2.304 0.333
H 4.739 -2.269 0.652 0.173
H 4.071 -1.049 1.756 0.174
H 5.740 -1.770 2.088 0.462
C -5.575 1.962 -1.001 -0.521
C -5.808 2.655 0.301 -0.129
O -4.752 3.658 0.581 -0.298
P -3.236 3.325 0.892 0.286
O -2.958 1.907 0.667 0.223
O -2.323 4.323 0.124 -0.320
C -2.445 4.210 -1.324 0.069
C -1.640 5.412 -1.844 -1.310
O -2.890 3.931 2.371 -0.466
C -3.114 2.981 3.419 -0.130
C -1.779 2.651 3.953 -1.027
H -5.211 2.676 -1.741 0.256
H -4.780 1.165 -1.063 -0.363
H -6.484 1.548 -1.410 0.487
H -6.719 3.255 0.239 0.333
H -5.744 1.869 1.057 0.216
H -2.077 3.208 -1.608 0.074
H -3.461 4.235 -1.627 0.265
H -2.109 6.329 -1.444 0.308
H -0.563 5.376 -1.620 0.274
H -1.729 5.421 -2.949 0.404
H -3.843 3.543 4.034 0.394
H -3.630 2.083 3.067 0.212
H -1.269 1.850 3.363 0.022
H -1.130 3.519 3.846 0.295
H -1.801 2.285 4.961 0.473
```

Results
charge = +1
highest occupied orbital energy = -12.5 eV
energy above the lowest of the compared OMol25 structures with the same formula, charge and spin = 0.0 kJ/mol
LUMO level = -2.0 eV

---

Entry 4:
Entry from OMol25: 4 unconnected molecules or ions with the total composition C18H43ClN7O4 (ωB97M-V with the def2-TZVPD basis set).

```
73
Properties=species:S:1:pos:R:3:mulliken_charge:R:1
C 3.172 2.710 0.858 -0.984
C 1.792 2.116 0.518 0.302
O 1.902 1.024 -0.377 -0.386
C 1.259 -0.160 0.080 -1.141
C -0.250 -0.120 -0.159 1.217
C -0.582 -0.139 -1.662 -0.904
C -1.808 0.687 -2.052 -1.424
C -1.637 2.197 -1.739 0.139
C -2.931 2.910 -1.292 -0.068
C -2.989 4.331 -1.861 -1.645
N -1.827 5.126 -1.358 0.020
C -1.705 5.189 0.141 -1.214
C -1.987 3.856 0.844 -0.426
C -3.112 3.002 0.234 0.157
C -3.151 1.618 0.922 -0.014
C -4.374 1.425 1.833 -0.984
C -4.555 -0.025 2.248 -0.571
Cl -4.935 -1.064 0.841 -0.267
H 3.950 1.973 0.667 0.036
H 3.370 3.598 0.255 0.350
H 3.194 3.016 1.906 0.345
H 1.179 2.902 0.045 -0.240
H 1.277 1.805 1.434 0.319
H 1.664 -1.003 -0.489 0.349
H 1.480 -0.330 1.140 0.422
H -0.673 0.763 0.337 -1.045
H -0.694 -1.010 0.305 0.504
H -0.738 -1.172 -1.980 0.461
H 0.277 0.254 -2.223 0.369
H -2.714 0.296 -1.580 0.457
H -1.967 0.576 -3.131 0.356
H -1.289 2.672 -2.671 0.621
H -0.823 2.324 -1.016 -0.277
H -3.777 2.352 -1.709 0.718
H -3.910 4.851 -1.581 0.515
H -2.942 4.305 -2.953 0.521
H -0.968 4.774 -1.781 0.420
H -1.932 6.081 -1.699 0.369
H -2.361 5.982 0.503 0.371
H -0.677 5.497 0.354 0.453
H -2.258 4.098 1.877 0.647
H -1.067 3.261 0.902 -0.146
H -4.075 3.492 0.437 0.861
H -2.255 1.484 1.537 0.359
H -3.159 0.819 0.178 -0.510
H -5.283 1.799 1.348 0.409
H -4.235 2.009 2.751 0.311
H -3.635 -0.405 2.697 0.324
H -5.369 -0.132 2.962 0.499
C -2.403 -4.189 -0.950 0.583
O -1.789 -3.149 -1.143 -0.552
N -1.961 -5.391 -1.420 -0.414
N -3.576 -4.220 -0.253 -0.277
H -2.445 -6.255 -1.271 0.159
H -1.097 -5.398 -1.928 0.223
H -3.914 -3.352 0.118 0.126
H -4.102 -5.058 -0.096 0.161
C 5.631 -1.863 -0.192 0.640
O 6.798 -2.053 0.113 -0.673
N 5.027 -0.642 -0.072 -0.222
N 4.843 -2.869 -0.665 -0.296
H 4.068 -0.473 -0.310 0.173
H 5.588 0.112 0.276 0.143
H 5.258 -3.773 -0.773 0.190
H 3.877 -2.767 -0.909 0.146
C 5.587 -6.230 1.347 0.677
O 4.511 -6.097 0.781 -0.643
N 5.878 -7.321 2.116 -0.396
N 6.575 -5.296 1.241 -0.237
H 6.753 -7.449 2.585 0.162
H 5.168 -8.022 2.204 0.227
H 6.379 -4.488 0.682 -0.018
H 7.475 -5.371 1.672 0.164
```

Results
charge = +1
highest occupied orbital energy = -11.0 eV
LUMO level = -3.1 eV

---

Entry 5:
Entry from OMol25: a molecular structure, C18H43N2O4Si3Ti (ωB97M-V with the def2-TZVPD basis set).

```
71
Properties=species:S:1:pos:R:3:mulliken_charge:R:1
Ti 0.259 -0.221 -0.398 -1.443
C 3.053 -0.882 4.098 -1.085
N 1.852 -0.647 3.324 0.138
C 0.672 -0.400 4.134 -0.977
C 1.782 -0.618 2.018 1.061
O 0.725 -0.281 1.390 -0.137
C 2.972 -1.018 1.140 -1.443
O 2.496 -1.288 -0.177 -0.334
C 2.318 -2.647 -0.568 -1.074
C 0.836 -3.016 -0.696 0.871
O -0.049 -2.176 -0.337 -0.621
N 0.536 -4.198 -1.178 0.153
C -0.838 -4.651 -1.281 -1.110
C 1.531 -5.145 -1.637 -0.934
H 3.084 -0.165 4.922 0.392
H 3.962 -0.762 3.515 0.464
H 3.035 -1.878 4.541 0.357
H 0.710 0.598 4.573 0.346
H 0.651 -1.123 4.950 0.528
H -0.228 -0.507 3.530 0.197
H 3.507 -1.876 1.558 0.678
H 3.673 -0.174 1.045 0.408
H 2.811 -3.340 0.130 0.584
H 2.810 -2.752 -1.545 0.408
H -1.508 -3.940 -0.801 0.327
H -0.929 -5.619 -0.785 0.436
H -1.116 -4.774 -2.328 0.387
H 2.131 -4.739 -2.452 0.360
H 1.028 -6.034 -2.011 0.385
H 2.198 -5.456 -0.834 0.360
C 0.940 -0.576 -3.338 -1.045
O 0.506 -0.238 -2.058 0.474
Si -1.513 1.407 -2.220 0.065
C -1.113 2.578 -3.670 -1.161
C -2.617 -0.074 -2.722 -0.803
C -1.041 1.459 -0.413 1.264
Si 0.275 2.829 0.075 0.486
C -0.296 4.572 -0.395 -1.100
C 0.778 2.774 1.926 -0.776
C 1.861 2.248 -0.873 -0.765
Si -2.628 1.406 0.779 0.340
C -3.982 2.473 -0.025 -1.168
C -2.958 -0.488 0.854 -0.844
C -2.434 2.105 2.541 -1.139
H 0.139 -1.093 -3.877 0.324
H 1.822 -1.225 -3.287 0.356
H 1.212 0.325 -3.897 0.346
H -1.224 2.081 -4.637 0.457
H -0.108 2.998 -3.628 0.379
H -1.802 3.423 -3.676 0.448
H -2.631 -0.245 -3.797 0.500
H -3.651 0.094 -2.436 0.418
H -2.292 -0.999 -2.239 0.084
H -1.178 4.848 0.173 0.380
H -0.528 4.699 -1.446 0.342
H 0.472 5.300 -0.149 0.420
H 0.538 3.717 2.408 0.527
H 1.851 2.637 2.044 0.447
H 0.265 1.995 2.479 -0.204
H 1.773 2.377 -1.950 0.317
H 2.106 1.187 -0.678 0.107
H 2.721 2.838 -0.567 0.611
H -4.294 2.162 -1.016 0.425
H -3.661 3.508 -0.096 0.354
H -4.872 2.473 0.599 0.423
H -3.696 -0.795 0.120 0.353
H -3.364 -0.768 1.821 0.549
H -2.038 -1.069 0.687 0.030
H -2.040 3.116 2.543 0.364
H -1.836 1.503 3.217 0.268
H -3.427 2.166 2.983 0.463
```

Results
charge = +3
highest occupied orbital energy = -18.1 eV
energy above the lowest of the compared OMol25 structures with the same formula, charge and spin = 199.0 kJ/mol
LUMO level = -10.1 eV

---

Entry 6:
Entry from OMol25: a molecular structure, C18H43N5O14 (ωB97M-V with the def2-TZVPD basis set).

```
80
Properties=species:S:1:pos:R:3:mulliken_charge:R:1
C 2.114 -0.053 1.489 -0.861
C 2.601 1.347 1.185 0.167
O 1.887 2.283 1.074 -0.568
N 4.112 1.468 0.709 -0.020
H 4.677 0.645 0.865 0.428
H 4.203 1.636 -0.283 0.421
C 4.616 2.711 1.476 -0.846
H 1.529 -0.495 0.683 -0.274
H 1.520 -0.065 2.403 0.369
H 2.933 -0.653 1.886 0.750
H 3.995 3.592 1.314 0.296
H 5.564 2.852 0.957 0.432
H 4.701 2.606 2.558 0.347
C -3.946 0.968 1.074 -1.076
C -3.965 0.197 2.302 0.476
O -2.877 -0.064 2.926 -0.402
N -5.164 -0.699 2.653 -0.085
H -5.911 -0.035 2.798 0.417
H -5.463 -1.242 1.856 0.397
C -4.806 -1.476 4.002 -0.688
H -4.094 0.282 0.241 0.575
H -2.932 1.337 0.915 -0.755
H -4.640 1.797 0.932 0.599
H -4.053 -2.216 3.729 0.323
H -5.738 -1.942 4.321 0.367
H -4.394 -0.793 4.744 0.322
C -1.939 2.371 1.136 -0.010
C -0.737 3.149 0.747 0.131
O -0.160 2.795 -0.285 -0.521
N -0.053 4.093 1.646 0.121
H 0.068 4.988 1.194 0.407
H -0.704 4.483 2.314 0.455
C 1.341 3.657 2.092 -0.922
H -2.500 2.791 1.971 0.532
H -1.766 1.316 1.350 -0.257
H -2.577 2.336 0.253 0.417
H 1.848 3.780 1.135 0.451
H 1.350 2.701 2.615 0.275
H 1.541 4.439 2.824 0.464
C 1.723 -0.964 -2.416 -0.126
C 2.231 -2.407 -2.680 -0.659
O 3.268 -2.825 -2.211 -0.511
N 1.354 -3.307 -3.571 0.091
H 0.370 -3.355 -3.349 0.192
H 1.269 -2.740 -4.403 0.480
C 1.887 -4.743 -3.704 -0.865
H 1.438 -0.482 -3.351 1.006
H 2.439 -0.239 -2.030 1.011
H 0.852 -0.811 -1.780 -0.997
H 1.066 -5.178 -4.273 0.440
H 1.799 -5.184 -2.711 0.355
H 2.747 -4.724 -4.373 0.324
C -1.959 -1.071 0.963 -0.647
C -0.666 -0.299 1.053 0.527
O -0.368 0.406 1.989 -0.550
N 0.221 -0.383 -0.179 -0.550
H 0.958 -1.061 -0.050 1.559
H -0.315 -0.736 -0.959 0.678
C 0.790 1.045 -0.580 -0.181
H -1.707 -2.018 1.440 0.453
H -1.937 -1.224 -0.116 0.116
H -2.845 -0.618 1.408 -0.803
H 1.030 1.555 0.353 0.704
H -0.048 1.567 -1.043 0.099
H 1.583 0.947 -1.321 -0.138
O 1.893 -3.568 -0.477 -0.639
C 1.265 -2.454 -0.131 0.335
O 0.156 -2.396 0.507 -0.523
O 1.934 -1.423 -0.351 -0.480
H 2.586 -3.110 -0.957 0.358
O -0.308 -2.612 -1.931 -0.590
C -1.138 -1.636 -2.247 0.782
O -1.897 -1.889 -3.178 -0.706
O -1.064 -0.506 -1.720 -0.643
H -0.601 -3.301 -2.532 0.427
O 0.159 0.195 -3.147 -0.550
C -0.452 1.322 -3.593 0.270
O 0.171 2.070 -4.362 -0.781
O -1.639 1.550 -3.230 -0.713
H -0.429 -0.280 -2.555 0.787
```

Results
charge = +2
highest occupied orbital energy = -10.0 eV
energy above the lowest of the compared OMol25 structures with the same formula, charge and spin = 3129.5 kJ/mol
LUMO level = -6.6 eV

---

no.,E_tot (eV)
1,-160268.475
2,-69333.295
3,-136950.526
4,-50503.978
5,-77260.477
6,-55427.604